Entry 1:
The following is a quantum chemistry calculation of C5H7N in the gas phase at a distorted geometry, from the Open Molecules 2025 dataset.

Calculated values
Kohn-Sham gap = 10.707 eV
SMILES = C=CCCC#N

XYZ file:
```
13
Properties=species:S:1:pos:R:3:forces:R:3
C 2.006 -1.110 0.299 -1.92 -2.33 -4.15
C 0.822 -0.645 -0.170 1.39 -0.61 -0.57
C 0.018 0.445 0.478 0.75 -1.10 0.74
C -1.011 1.078 -0.415 2.01 -0.29 -1.72
C -2.157 0.294 -0.614 -1.18 -1.27 0.57
N -3.075 -0.379 -0.527 -0.80 -0.50 -0.42
H 2.391 -0.806 1.176 1.38 1.53 2.84
H 2.585 -1.987 -0.168 -1.26 1.44 0.54
H 0.262 -1.109 -1.030 1.06 0.35 0.73
H -0.472 -0.179 1.202 -0.89 0.22 0.87
H 0.551 1.218 1.061 0.19 -0.48 -0.59
H -0.600 1.284 -1.425 0.00 0.59 0.72
H -1.320 1.895 0.132 -0.74 2.46 0.44
```
Forces are in eV/Å.

***

Entry 2:
The following is a quantum chemistry calculation of C5H7N in the gas phase at a distorted geometry, from the Open Molecules 2025 dataset.

Calculated values
Kohn-Sham gap = 9.704 eV
SMILES = C#C[C@@H]1CN1C

XYZ file:
```
13
Properties=species:S:1:pos:R:3:forces:R:3
C 2.674 -0.493 -0.371 0.45 -0.42 -0.21
C 1.627 -0.922 -0.807 0.64 1.23 0.84
C 0.422 -0.092 -0.555 -0.43 0.03 -0.29
C 0.241 0.689 0.714 -0.06 0.16 0.07
N -0.516 -0.513 0.421 -0.23 -0.14 -0.03
C -1.890 -0.381 0.017 -0.38 0.01 -0.02
H 3.400 0.097 0.127 0.81 -0.40 -0.10
H 0.082 0.427 -1.449 -0.33 -0.18 0.04
H -0.259 1.656 0.626 -0.05 -0.20 -0.04
H 0.937 0.625 1.554 -0.10 -0.11 -0.37
H -2.119 -1.232 -0.630 -0.17 0.12 0.10
H -2.070 0.550 -0.547 -0.07 -0.11 0.11
H -2.531 -0.407 0.899 -0.10 0.01 -0.10
```
Forces are in eV/Å.

***

Entry 3:
The following is a quantum chemistry calculation of C5H7N in the gas phase, from the Open Molecules 2025 dataset.

Calculated values
Kohn-Sham gap = 9.969 eV
SMILES = [H]/N=C/C=C=CC

XYZ file:
```
13
Properties=species:S:1:pos:R:3:forces:R:3
H -3.445 -0.658 -0.919 0.10 0.02 -0.06
N -2.480 -0.607 -0.594 -0.16 0.37 0.09
C -2.229 0.557 -0.143 0.00 -0.19 -0.11
C -0.926 0.888 0.462 0.10 -0.12 0.07
C 0.099 0.068 0.458 0.09 -0.10 0.14
C 1.147 -0.706 0.484 -0.21 0.43 0.23
C 2.376 -0.402 -0.328 0.12 0.01 -0.15
H -2.968 1.369 -0.112 0.05 -0.16 -0.08
H -0.848 1.832 1.000 -0.05 -0.19 0.05
H 1.174 -1.513 1.218 0.05 0.20 -0.07
H 3.099 0.138 0.297 -0.13 -0.10 -0.11
H 2.873 -1.305 -0.681 -0.08 -0.03 -0.09
H 2.119 0.236 -1.179 0.12 -0.14 0.10
```
Forces are in eV/Å.

***

Entry 4:
The following is a quantum chemistry calculation of C5H7N in the gas phase, from the Open Molecules 2025 dataset.

Calculated values
Kohn-Sham gap = 10.485 eV
SMILES = C#C[C@@H]1CN1C

XYZ file:
```
13
Properties=species:S:1:pos:R:3:forces:R:3
C 2.869 -0.930 -0.398 -0.42 0.09 -0.03
C 1.717 -0.584 -0.468 0.46 -0.12 0.01
C 0.323 -0.197 -0.544 0.09 -0.18 -0.13
C -0.138 1.216 -0.419 -0.02 0.24 -0.11
N -0.305 0.289 0.674 -0.01 -0.03 0.08
C -1.645 -0.204 0.925 -0.16 -0.05 0.04
H 3.883 -1.257 -0.322 -0.21 0.11 -0.03
H -0.290 -0.825 -1.195 0.12 0.07 0.15
H -1.018 1.486 -1.006 0.13 -0.04 0.11
H 0.586 2.011 -0.264 -0.09 -0.14 -0.03
H -1.575 -1.175 1.425 -0.04 0.13 -0.07
H -2.242 -0.323 0.004 0.09 0.02 0.09
H -2.166 0.492 1.588 0.06 -0.09 -0.08
```
Forces are in eV/Å.

***

Quick rundown of DFT total energy, same order as above: -6786.730 -6783.633 -6786.321 -6785.322 eV
Quick rundown of lowest unoccupied orbital energy, same order as above: 0.91 0.55 0.74 1.13 eV
Quick rundown of energy relative to the best compared isomer or geometry (same formula, charge and spin), same order as above: 172.0 470.8 211.4 307.9 kJ/mol